Computed, not measured: a cluster of 11 separate species, C11H44O11 in total at a distorted geometry, with ωB97M-V/def2-TZVPD.

ORCA input file:
```
! RIJCOSX wB97M-V def2-TZVPD def2/J DEFGRID3
* xyz 0 1
O -2.4018 -1.7056 1.7893
H -0.5325 4.5526 0.4151
H 3.4135 -2.5214 -0.7250
H 2.5422 2.5526 -2.0191
H -3.6639 2.2130 3.0532
H -3.5591 -2.9405 2.9120
H 0.9112 -2.1788 -3.6356
H 0.6607 0.7918 -3.2615
C -0.3221 0.7243 0.2672
H -1.9212 2.0471 2.5688
C -3.1126 -1.9643 2.9969
O 0.7076 1.1352 3.1600
H 4.2833 2.3547 -1.5807
H -2.7078 3.0476 -2.5372
H 1.2115 1.4024 2.3804
H -0.6474 0.8305 1.2842
C 1.2751 -0.0307 3.7118
H 1.0369 0.0349 4.7526
H -2.8587 1.2071 -0.4417
H 2.2416 -2.3011 0.6337
H -3.8386 3.2911 -1.1573
C 0.5422 -4.4111 2.1193
C -0.8607 -0.1647 -4.0199
H -0.7179 -2.8752 1.8984
O 0.0562 -3.0882 2.4362
C -2.8751 2.8279 -1.4525
H -0.0847 -5.1480 2.6234
H 2.3878 -0.0064 3.8685
H -2.4239 -2.1127 3.8504
H -0.5407 -0.2716 -0.1352
H 1.0726 5.2837 0.8460
O 3.5204 0.9403 -2.9300
O 0.4812 -0.1115 -3.5573
O 0.4727 -2.8094 -3.0045
O 1.0668 1.0103 0.2257
H 1.1453 -4.7390 -3.5826
H 0.9339 -0.9469 3.2314
H -3.9825 0.6417 1.3573
H 0.5641 3.6101 1.3544
C 0.5261 4.3719 0.5724
H -1.5199 0.1433 -3.2138
H 3.2567 0.3414 -2.2253
C -2.9654 2.1352 2.2484
H 0.8975 -4.3064 -1.7888
H 1.5556 -4.5293 2.3999
H -0.8789 1.4711 -0.2982
C 3.5372 2.2768 -2.3708
H 0.4864 -4.6080 1.0673
H -3.8366 -1.1782 3.1994
H -0.8972 0.4773 -4.9213
H -1.1412 -1.1796 -4.3265
H 3.4342 -0.9952 0.2814
O 1.0331 3.8272 -0.6371
H 1.3561 -1.6809 -1.6385
H -3.1219 2.9611 1.5754
O 1.9478 -1.1041 -1.0941
H 2.2615 -3.6977 -2.6771
H -1.9590 3.2634 -0.9149
C 1.2471 -3.9601 -2.7637
O -3.0514 0.8846 1.5282
H -2.1178 -0.7953 1.6655
O -2.9241 1.4265 -1.3508
H 1.1573 2.8746 -0.4364
H 1.5528 0.3016 -0.2245
C 2.8111 -1.7801 -0.1693
H 3.8771 2.8869 -3.1830
*
```

HOMO level, Ha: -0.3627
LUMO level, eV: 0.514
ΔE to the lowest compared entry with this formula, charge and spin, eV: 2.071
SMILES string: CO.CO.CO.CO.CO.CO.CO.CO.CO.CO.CO

Atom-resolved charges from Mulliken, all expressed in e: atom 1 (O): -0.608, atom 2 (H): 0.182, atom 3 (H): 0.286, atom 4 (H): 0.002, atom 5 (H): 0.334, atom 6 (H): 0.307, atom 7 (H): 0.306, atom 8 (H): 0.225, atom 9 (C): 0.222, atom 10 (H): 0.171, atom 11 (C): -0.723, atom 12 (O): -0.529, atom 13 (H): 0.251, atom 14 (H): 0.242, atom 15 (H): 0.256, atom 16 (H): -0.117, atom 17 (C): -0.572, atom 18 (H): 0.312, atom 19 (H): 0.333, atom 20 (H): 0.081, atom 21 (H): 0.241, atom 22 (C): -0.662, atom 23 (C): -0.521, atom 24 (H): 0.287, atom 25 (O): -0.393, atom 26 (C): -0.329, atom 27 (H): 0.288, atom 28 (H): 0.287, atom 29 (H): 0.237, atom 30 (H): 0.379, atom 31 (H): 0.305, atom 32 (O): -0.551, atom 33 (O): -0.409, atom 34 (O): -0.520, atom 35 (O): -0.382, atom 36 (H): 0.256, atom 37 (H): 0.159, atom 38 (H): 0.289, atom 39 (H): 0.033, atom 40 (C): -0.372, atom 41 (H): 0.159, atom 42 (H): 0.246, atom 43 (C): -0.529, atom 44 (H): 0.134, atom 45 (H): 0.296, atom 46 (H): -0.006, atom 47 (C): -0.299, atom 48 (H): 0.178, atom 49 (H): 0.268, atom 50 (H): 0.278, atom 51 (H): 0.254, atom 52 (H): 0.295, atom 53 (O): -0.584, atom 54 (H): 0.042, atom 55 (H): 0.204, atom 56 (O): 0.045, atom 57 (H): 0.275, atom 58 (H): 0.052, atom 59 (C): -0.547, atom 60 (O): -0.399, atom 61 (H): 0.390, atom 62 (O): -0.496, atom 63 (H): 0.334, atom 64 (H): 0.103, atom 65 (C): -0.576, atom 66 (H): 0.301

---

Computed, not measured: an isolated molecule of C6H11NO at a distorted geometry, with ωB97M-V/def2-TZVPD.

ORCA input file:
```
! RIJCOSX wB97M-V def2-TZVPD def2/J DEFGRID3
* xyz 0 1
H -2.4772 -0.7521 -1.1959
H -0.3676 2.6612 1.0684
C -1.9079 -1.0705 -0.3172
H -1.9239 1.9872 0.4613
C 1.3413 0.7964 -0.0338
H 1.7280 1.3933 -0.8726
H 3.0289 0.5272 0.8346
C -0.1654 0.8378 0.0208
C -0.6165 -0.3695 -0.2489
H -2.5022 -0.8851 0.5852
H -0.7822 2.7702 -0.6418
H -1.7538 -2.1551 -0.3537
N 2.0264 0.5128 1.0455
H 1.3512 -1.4132 1.3314
H 0.3379 -2.1390 -1.1883
C 0.8113 -1.4373 -0.4952
C -0.8638 2.1370 0.2465
H 1.7792 -1.3089 -0.9906
O 0.9563 -2.0921 0.7442
*
```

HOMO level, Ha: -0.3308
LUMO level, eV: 0.876
ΔE to the lowest compared entry with this formula, charge and spin, eV: 3.641
SMILES string: [H]/N=C/C(C)=C(/C)CO

Atom-resolved charges from Mulliken, all expressed in e: atom 1 (H): 0.300, atom 2 (H): 0.341, atom 3 (C): -1.345, atom 4 (H): 0.358, atom 5 (C): -0.027, atom 6 (H): 0.458, atom 7 (H): 0.217, atom 8 (C): 0.700, atom 9 (C): 0.400, atom 10 (H): 0.318, atom 11 (H): 0.309, atom 12 (H): 0.381, atom 13 (N): -0.692, atom 14 (H): 0.453, atom 15 (H): 0.406, atom 16 (C): -1.029, atom 17 (C): -1.425, atom 18 (H): 0.384, atom 19 (O): -0.505

---

Computed, not measured: a structure of composition C32H31BrN3O2PS5Ta, with ωB97M-V/def2-TZVPD.

ORCA input file:
```
! RIJCOSX wB97M-V def2-TZVPD def2/J DEFGRID3
* xyz 1 1
H -1.7648 -3.6517 -1.6380
C 2.6764 -3.2473 0.6742
H 1.5276 -2.8295 4.3332
H -0.5399 -1.7420 -4.7166
H -1.4258 -4.2006 2.0660
C 0.1112 -0.9356 -2.7746
C -0.4469 -0.9323 -4.0107
C -1.2583 -4.3032 0.9960
Br -1.7533 1.7274 1.5230
C -0.8867 2.2969 5.5593
H 2.4336 -5.7370 -2.3538
H -4.3063 -2.2618 -1.8225
C 1.8945 -2.9330 -0.4410
C -0.5290 1.1704 -2.8337
C -0.1791 0.5407 3.4860
C 1.0847 -1.8690 4.1031
H 3.9241 -4.7309 1.5422
H 0.8472 -2.3379 2.0311
C 3.3100 -4.4740 0.6893
O -3.4628 -3.2432 0.4561
N 1.1390 -1.8040 -0.7864
S -1.7781 -0.9930 -0.3633
H -5.9061 -3.3120 -0.0521
S -2.7714 -1.6860 2.9254
C 2.5368 3.1643 -1.9969
C 3.1275 1.2312 -0.6587
H -2.0397 3.3494 4.0557
H 1.1910 -1.1498 6.1078
C -1.3753 2.5204 4.2578
C 0.8868 -0.9421 5.0890
H 5.5031 1.8754 -2.9839
C 2.4924 -5.0658 -1.5075
H -3.3030 -4.5254 -1.7898
P -3.1627 -1.7889 1.0405
C -2.5663 -4.3673 0.2319
C 4.5867 1.9832 -2.4187
N 1.1417 -3.1880 -2.5112
N 0.0599 0.2656 -2.1123
C -1.0106 1.6556 3.2725
C -4.8979 -1.3503 -1.7351
H -5.7118 -1.3970 -2.4603
H -7.2764 -2.3619 -0.6502
S 2.7763 0.1955 0.7173
S -1.0575 0.6241 -4.3564
C 0.7637 -1.9913 -2.0347
C 3.2080 -5.3825 -0.3726
H 0.2128 1.0032 6.8462
H -6.0513 -0.2751 -0.2990
C 1.8617 -3.8288 -1.5172
C 0.2202 0.2795 4.8147
H 1.0163 -3.5072 -3.4569
H -0.6812 2.1844 -2.4897
S 0.7342 2.4097 -0.0766
O -4.4932 -1.0175 0.6950
H -3.1380 -5.2256 0.5859
H 2.8370 -2.5490 1.4767
H 4.9859 0.2891 -1.1613
H -1.8111 -5.4243 -1.4785
Ta 0.3539 0.1013 0.3867
C -5.4962 -1.2116 -0.3481
C -6.4188 -2.3550 0.0243
H -1.1546 2.9873 6.3473
H -4.2688 -0.4941 -1.9758
H -6.7828 -2.2276 1.0433
C 0.7123 -1.5714 2.7810
H 1.8482 3.9702 -2.2197
C 4.3008 1.0921 -1.4009
H -0.6610 -3.4590 0.6468
H 3.7195 -6.3331 -0.3107
C -0.1217 1.1970 5.8346
C 0.1680 -0.3504 2.4248
C 3.7106 3.0234 -2.7132
H -0.6936 -5.2187 0.8097
C -2.3473 -4.4973 -1.2654
C 2.2353 2.2654 -0.9743
H 3.9479 3.7250 -3.5020
*
```

HOMO level, Ha: -0.3854
LUMO level, eV: -3.919
ΔE to the lowest compared entry with this formula, charge and spin, eV: 1.230

Atom-resolved charges from Mulliken, all expressed in e: atom 1 (H): -0.055, atom 2 (C): -0.715, atom 3 (H): 0.512, atom 4 (H): 0.436, atom 5 (H): 0.392, atom 6 (C): -0.799, atom 7 (C): -0.443, atom 8 (C): -0.938, atom 9 (Br): 0.016, atom 10 (C): -0.650, atom 11 (H): 0.477, atom 12 (H): 0.091, atom 13 (C): 0.051, atom 14 (C): -0.304, atom 15 (C): 0.234, atom 16 (C): -1.596, atom 17 (H): 0.476, atom 18 (H): 0.773, atom 19 (C): -0.980, atom 20 (O): -0.254, atom 21 (N): 0.792, atom 22 (S): 0.116, atom 23 (H): 0.176, atom 24 (S): -0.374, atom 25 (C): -0.678, atom 26 (C): 0.704, atom 27 (H): 0.481, atom 28 (H): 0.403, atom 29 (C): -0.728, atom 30 (C): -0.940, atom 31 (H): 0.403, atom 32 (C): -1.216, atom 33 (H): 0.364, atom 34 (P): 0.502, atom 35 (C): 0.300, atom 36 (C): -0.610, atom 37 (N): 0.142, atom 38 (N): 0.336, atom 39 (C): 0.827, atom 40 (C): -1.025, atom 41 (H): 0.521, atom 42 (H): 0.471, atom 43 (S): -0.352, atom 44 (S): -0.167, atom 45 (C): 0.289, atom 46 (C): -0.601, atom 47 (H): 0.426, atom 48 (H): 0.360, atom 49 (C): 0.648, atom 50 (C): 0.908, atom 51 (H): 0.238, atom 52 (H): 0.425, atom 53 (S): -0.248, atom 54 (O): -0.339, atom 55 (H): 0.264, atom 56 (H): 0.541, atom 57 (H): 0.465, atom 58 (H): 0.488, atom 59 (Ta): 0.291, atom 60 (C): 0.492, atom 61 (C): -1.279, atom 62 (H): 0.409, atom 63 (H): 0.183, atom 64 (H): 0.330, atom 65 (C): -0.587, atom 66 (H): 0.486, atom 67 (C): -0.713, atom 68 (H): -0.155, atom 69 (H): 0.438, atom 70 (C): -0.920, atom 71 (C): 1.298, atom 72 (C): -0.593, atom 73 (H): 0.546, atom 74 (C): -1.048, atom 75 (C): 0.385, atom 76 (H): 0.401

---

Computed, not measured: a structure of composition C5H13NO3 at a distorted geometry, with ωB97M-V/def2-TZVPD.

ORCA input file:
```
! RIJCOSX wB97M-V def2-TZVPD def2/J DEFGRID3
* xyz 0 1
H 0.1325 -2.4957 1.8768
O -0.1505 1.5006 -2.5982
H -1.9338 0.7836 0.1006
C 0.1153 -2.1015 0.8526
H 2.1123 -1.2300 0.7348
H -0.9017 -1.7996 0.6051
H -2.0029 1.9634 -1.1625
H 1.6252 2.0758 2.0384
N 1.8117 1.2704 1.4521
C 1.0633 -0.9355 0.7274
C -2.0478 0.8933 -0.9788
O -1.2153 -1.0265 -2.1595
C -1.0272 0.0771 -1.7208
H -3.0450 0.5901 -1.2682
H 0.8908 -0.4803 -0.3889
H 1.7897 1.5841 0.4859
H 0.9204 -0.1423 2.6969
O 0.3683 0.3917 -1.4008
H 0.3877 -2.9073 0.1738
H -0.2177 0.5591 1.5295
H 0.5020 1.2057 -3.2631
C 0.8228 0.2239 1.6669
*
```

HOMO level (spin up / spin down), Ha: -0.3442 / -0.3442
LUMO level (spin up / spin down), eV: -1.270 / -1.270
ΔE to the lowest compared entry with this formula, charge and spin, eV: 5.668

Atom-resolved charges from Mulliken, all expressed in e: atom 1 (H): 0.383, atom 2 (O): -0.430, atom 3 (H): 0.174, atom 4 (C): -1.208, atom 5 (H): 0.386, atom 6 (H): 0.258, atom 7 (H): 0.346, atom 8 (H): 0.232, atom 9 (N): -0.671, atom 10 (C): -0.183, atom 11 (C): -0.977, atom 12 (O): -0.562, atom 13 (C): 0.871, atom 14 (H): 0.339, atom 15 (H): 0.150, atom 16 (H): 0.232, atom 17 (H): 0.389, atom 18 (O): -0.332, atom 19 (H): 0.316, atom 20 (H): 0.039, atom 21 (H): 0.347, atom 22 (C): -0.101

---

Computed, not measured: a cluster of 2 separate species, C3H9NO2 in total at a distorted geometry, with ωB97M-V/def2-TZVPD.

ORCA input file:
```
! RIJCOSX wB97M-V def2-TZVPD def2/J DEFGRID3
* xyz 0 1
C 0.2391 -1.4643 0.3432
H -1.4321 -0.7234 1.4254
N 1.0637 -0.9934 1.1853
H 0.0132 -1.6960 -1.5518
C 0.1408 2.2954 -0.3011
H -1.7911 -2.0803 0.3322
H -0.0205 2.1170 0.7718
H 2.0045 -1.3668 1.1028
H 1.2422 0.5520 -0.4744
O 0.6760 -1.8777 -0.8731
O 0.4663 1.0921 -0.9461
H 0.9196 3.0562 -0.4313
H -1.5168 -0.4374 -0.3065
C -1.2199 -1.1584 0.4547
H -0.7849 2.6851 -0.7311
*
```

HOMO level, Ha: -0.3609
LUMO level, eV: 0.745
ΔE to the lowest compared entry with this formula, charge and spin, eV: 1.962
SMILES string: [H]/N=C(/C)O.CO

Atom-resolved charges from Mulliken, all expressed in e: atom 1 (C): 0.665, atom 2 (H): 0.283, atom 3 (N): -0.642, atom 4 (H): 0.336, atom 5 (C): -0.612, atom 6 (H): 0.401, atom 7 (H): 0.272, atom 8 (H): 0.274, atom 9 (H): 0.330, atom 10 (O): -0.490, atom 11 (O): -0.487, atom 12 (H): 0.277, atom 13 (H): 0.290, atom 14 (C): -1.130, atom 15 (H): 0.233

---

Computed, not measured: a cluster of 2 separate species, C4H8N3 in total at a distorted geometry, with ωB97M-V/def2-TZVPD.

ORCA input file:
```
! RIJCOSX wB97M-V def2-TZVPD def2/J DEFGRID3
* xyz 1 1
H -0.3080 -0.7148 2.2940
H 0.8459 2.6333 2.5544
H -2.1504 -2.3527 -2.4218
H 1.3060 0.1206 2.9460
N 0.5545 3.1149 0.5096
N 0.3609 2.2724 -0.5610
C 0.6556 -0.1226 2.0822
C -1.5756 -1.6068 -1.9595
N 0.5202 1.0237 1.2143
H -2.1492 -1.1398 -1.1095
H 1.1739 -0.9346 1.4968
H -0.5139 -1.4862 -2.0155
C 0.6735 2.3681 1.5255
H 0.4700 2.6724 -1.4473
C 0.4050 1.0395 -0.1137
*
```

HOMO level (spin up / spin down), Ha: -0.6078 / -0.4450
LUMO level (spin up / spin down), eV: -4.211 / -7.947
ΔE to the lowest compared entry with this formula, charge and spin, eV: 7.515

Atom-resolved charges from Mulliken, all expressed in e: atom 1 (H): 0.301, atom 2 (H): 0.423, atom 3 (H): 0.326, atom 4 (H): 0.326, atom 5 (N): -0.476, atom 6 (N): 0.173, atom 7 (C): -0.750, atom 8 (C): -0.749, atom 9 (N): 0.065, atom 10 (H): 0.200, atom 11 (H): 0.331, atom 12 (H): 0.250, atom 13 (C): 0.015, atom 14 (H): 0.245, atom 15 (C): 0.322

---

- Which value of ΔE to the lowest compared entry with this formula, charge and spin does entry 5 give?
  1.962 eV

---

- Which of these has the highest ΔE to the lowest compared entry with this formula, charge and spin?
  C4H8N3

---

- What is the ΔE to the lowest compared entry with this formula, charge and spin in the second record?
  3.641 eV